[1]
Computed, not measured: a 9-piece molecular cluster, C13H33Cl4F6N3O9S overall, with ωB97M-V/def2-TZVPD.

CARTESIAN COORDINATES (ANGSTROEM)
N1 0.96458 -1.29357 -3.29431
H1 1.77871 -0.73496 -3.54431
H2 1.08714 -1.34482 -2.26328
H3 1.07049 -2.27270 -3.58698
H4 0.07908 -0.76681 -3.44727
N2 -0.04520 1.08254 -0.78361
H5 0.22686 0.13721 -0.44381
H6 -0.51202 0.97830 -1.72159
H7 0.87039 1.56061 -0.95184
H8 -0.62384 1.62266 -0.15723
N3 -1.61525 -2.51968 -0.64774
H9 -2.08600 -1.84914 -0.04754
H10 -1.91745 -2.40177 -1.66289
H11 -1.87770 -3.42514 -0.27246
H12 -0.59573 -2.33485 -0.51923
C1 4.77588 2.98067 -2.35780
F1 5.21138 2.30295 -1.29109
F2 4.65665 4.26655 -2.01260
F3 5.65533 2.93243 -3.35862
S1 3.11265 2.27003 -2.88179
O1 2.27289 2.41664 -1.68726
O2 2.69779 3.15254 -3.96713
O3 3.41832 0.90408 -3.22000
O4 -2.24025 -2.35795 -3.31459
C2 -2.74389 -1.14459 -3.80881
C3 -2.27793 0.16091 -3.13602
O5 -0.97930 0.64861 -3.35877
H13 -3.82842 -1.18567 -3.56384
H14 -2.71531 -1.10436 -4.90926
H15 -2.49137 -0.00414 -2.05462
H16 -2.93336 1.02865 -3.35294
O6 0.91811 -1.40782 -0.47631
C4 1.66848 -2.55490 -0.18262
C5 2.54023 -3.16998 -1.31871
O7 1.96787 -3.64485 -2.46929
H17 0.99459 -3.31298 0.26069
H18 2.43986 -2.27103 0.56441
H19 3.24136 -3.90094 -0.84965
H20 3.32838 -2.41921 -1.57058
C6 -4.31402 -1.50982 4.19337
C7 -3.33414 -1.03297 3.11023
O8 -3.91690 0.01382 2.37458
C8 -3.47645 0.29923 1.16477
O9 -2.59503 -0.27546 0.59181
C9 -4.16788 1.52264 0.47890
F4 -4.84197 1.12601 -0.57597
F5 -4.96076 2.16425 1.33607
F6 -3.17162 2.35492 0.16719
H21 -5.12474 -2.07450 3.73537
H22 -4.77095 -0.63660 4.66046
H23 -3.71893 -2.12713 4.86278
H24 -3.22531 -1.90594 2.45843
H25 -2.35311 -0.83552 3.54027
Cl1 -0.60090 1.26405 2.48139
C10 -0.02580 1.94806 3.99516
C11 0.34471 3.40353 3.87216
Cl2 -1.07104 4.37151 3.42692
H26 0.75890 1.32640 4.42534
H27 -0.87974 1.83664 4.66712
H28 1.06689 3.51089 3.06420
H29 0.76437 3.79315 4.79676
Cl3 3.03056 2.10085 1.51277
C12 2.97384 0.32364 1.40463
C13 4.11168 -0.36313 2.15141
Cl4 3.89230 -0.25128 3.92342
H30 2.94456 0.07395 0.34197
H31 1.98963 0.00504 1.74521
H32 5.10137 -0.02704 1.85432
H33 4.07646 -1.42272 1.90023

**Total charge**: -2
**LUMO**: 3.36 eV
**Energy above the lowest of the compared OMol25 structures with the same formula, charge and spin**: 0.0 kcal per mole
**Orbital gap**: 4.117 eV

From a Löwdin analysis of the wavefunction, the atomic charges in e read: N 0.249; H 0.090; H 0.057; H 0.093; H 0.062; N 0.244; H 0.050; H 0.062; H 0.069; H 0.049; N 0.249; H 0.050; H 0.060; H 0.114; H 0.062; C -0.678; F 0.099; F 0.106; F 0.116; S 0.486; O -0.380; O -0.330; O -0.316; O -0.386; C -0.440; C -0.422; O -0.369; H 0.062; H 0.077; H 0.058; H 0.077; O -0.402; C -0.372; C -0.502; O -0.374; H 0.082; H 0.060; H 0.063; H 0.078; C -0.057; C -0.229; O 0.036; C -0.389; O 0.094; C -0.560; F 0.207; F 0.162; F 0.168; H 0.075; H 0.077; H 0.077; H 0.126; H 0.107; Cl 0.687; C -0.655; C -0.664; Cl 0.544; H 0.072; H 0.059; H 0.028; H 0.074; Cl 0.576; C -0.658; C -0.634; Cl 0.492; H 0.071; H 0.035; H 0.071; H 0.058

[2]
Computed, not measured: a 7-piece molecular cluster, C13H33ClN6O14 overall, with ωB97M-V/def2-TZVPD.

CARTESIAN COORDINATES (ANGSTROEM)
C1 -0.21006 0.80291 11.14233
C2 -1.24428 0.31205 10.12890
C3 -2.57178 0.06639 10.81060
N1 -3.63854 -0.58556 9.95762
C4 -3.97836 0.27362 8.79267
C5 -3.16692 -1.92512 9.43722
C6 -4.31664 -2.91831 9.69657
C7 -5.52326 -2.05859 10.01400
C8 -4.87940 -0.88328 10.74240
H1 -0.27674 0.28902 12.10620
H2 -0.32739 1.86227 11.37441
H3 0.79726 0.60891 10.77981
H4 -0.89798 -0.63802 9.71603
H5 -1.29579 1.04030 9.31958
H6 -3.01048 1.01483 11.13570
H7 -2.47171 -0.59132 11.67546
H8 -4.44807 1.19711 9.12681
H9 -4.66224 -0.26942 8.14845
H10 -3.07226 0.51726 8.24882
H11 -2.85924 -1.82805 8.39948
H12 -2.27012 -2.20443 9.98784
H13 -4.40795 -3.55271 8.81729
H14 -4.05056 -3.54624 10.54560
H15 -6.04725 -1.72381 9.11595
H16 -6.24794 -2.53690 10.66829
H17 -5.45212 0.02508 10.89447
H18 -4.52018 -1.26787 11.69898
Cl1 -1.74103 -3.52103 12.92615
O1 -1.53329 -4.09032 14.23163
O2 -0.62422 -2.70169 12.52749
O3 -1.94444 -4.55608 11.93653
O4 -2.95751 -2.70705 12.95741
C9 0.02614 -6.84672 12.96754
N2 0.90156 -8.00464 13.32527
O5 0.58485 -8.67272 14.29039
O6 1.91383 -8.16354 12.67477
H19 0.32822 -6.03463 13.62230
H20 -0.96506 -7.11745 13.32359
H21 0.07091 -6.71107 11.89867
C10 2.42154 -2.94797 13.28292
N3 3.32601 -4.00424 12.76398
O7 3.07924 -5.15616 13.05177
O8 4.24323 -3.64536 12.05038
H22 3.01510 -2.07423 13.52052
H23 1.98620 -3.31530 14.20787
H24 1.65203 -2.76636 12.54267
C11 -0.45224 -1.02224 15.59129
N4 0.66598 -0.06208 15.38456
O9 1.43645 -0.33266 14.47692
O10 0.79969 0.85192 16.16536
H25 -1.01755 -0.70130 16.46182
H26 0.03387 -1.96142 15.83842
H27 -1.08764 -1.08687 14.71585
C12 -4.61989 -5.78766 13.94303
N5 -5.37057 -6.30983 12.76485
O11 -5.37405 -7.51389 12.62458
O12 -5.90984 -5.51771 12.01920
H28 -5.04706 -6.20342 14.84511
H29 -4.60039 -4.70288 13.91850
H30 -3.59989 -6.11448 13.74969
C13 -4.47673 -1.29152 15.73153
N6 -4.89333 -0.18692 14.82192
O13 -5.73982 0.58195 15.20769
O14 -4.30140 -0.11069 13.75958
H31 -5.38494 -1.71105 16.15670
H32 -3.97247 -0.79288 16.55892
H33 -3.85194 -1.98855 15.18889

**Total charge**: 0
**LUMO**: -0.30 eV
**Orbital gap**: 9.985 eV

From a Löwdin analysis of the wavefunction, the atomic charges in e read: C -0.077; C -0.221; C -0.126; N -0.262; C 0.017; C -0.078; C -0.124; C -0.133; C -0.105; H 0.064; H 0.081; H 0.083; H 0.112; H 0.108; H 0.147; H 0.110; H 0.115; H 0.108; H 0.098; H 0.133; H 0.117; H 0.124; H 0.097; H 0.111; H 0.124; H 0.141; H 0.100; Cl 0.639; O -0.345; O -0.360; O -0.348; O -0.395; C 0.032; N -0.448; O 0.050; O 0.062; H 0.087; H 0.086; H 0.098; C 0.026; N -0.444; O 0.063; O 0.061; H 0.085; H 0.094; H 0.077; C 0.049; N -0.434; O 0.046; O 0.080; H 0.091; H 0.104; H 0.078; C 0.049; N -0.446; O 0.070; O 0.050; H 0.101; H 0.076; H 0.087; C 0.059; N -0.435; O 0.082; O 0.037; H 0.101; H 0.102; H 0.071

[3]
Computed, not measured: C13H33HfN2O11 as an isolated structure, with ωB97M-V/def2-TZVPD.

CARTESIAN COORDINATES (ANGSTROEM)
Hf1 -38.96278 10.01459 15.09985
N1 -39.98979 8.04220 16.17982
O1 -39.07488 7.95321 15.41033
O2 -40.24261 9.19915 16.24270
O3 -40.49463 7.23727 16.93472
C1 -39.72723 5.84409 18.77200
N2 -38.56695 6.61976 18.36039
O4 -38.41053 7.67050 18.93649
O5 -37.73665 6.05875 17.62968
H1 -40.41731 5.74266 17.93438
H2 -40.35478 6.39116 19.47555
H3 -39.39543 4.92113 19.24756
C2 -37.93707 12.08018 13.03263
O6 -38.99378 11.44626 13.82891
C3 -40.30188 11.69229 13.17141
C4 -41.45011 11.04130 13.98284
O7 -40.95614 9.77606 14.46807
C5 -42.04819 8.81488 14.45338
H4 -37.12545 11.35384 13.07515
H5 -37.41598 13.01155 13.25423
H6 -38.12245 12.00656 11.96103
H7 -40.25629 11.23468 12.18318
H8 -40.62242 12.71813 12.98970
H9 -42.27155 10.91313 13.27791
H10 -41.89852 11.66388 14.75705
H11 -42.60516 8.82003 13.51645
H12 -42.78424 9.12590 15.19473
H13 -41.77313 7.78989 14.70203
C6 -37.88048 3.47532 16.17314
O8 -39.09100 3.74183 15.45920
C7 -39.59124 5.05494 15.68043
C8 -40.80633 5.24040 14.78809
O9 -40.53015 5.05171 13.38459
C9 -39.99553 6.24704 12.78350
H14 -37.96794 3.60739 17.25156
H15 -36.98459 3.97410 15.80337
H16 -37.74416 2.40136 16.04616
H17 -38.83560 5.78866 15.39978
H18 -39.87891 5.25477 16.71261
H19 -41.29263 6.18728 15.02267
H20 -41.52598 4.46479 15.05004
H21 -39.61849 6.08346 11.77394
H22 -39.11722 6.62749 13.30497
H23 -40.75484 7.02640 12.71903
C10 -38.91479 10.33117 18.39643
O10 -38.54817 9.75640 17.16039
C11 -37.13738 9.40369 17.37200
C12 -36.68085 8.52667 16.23865
O11 -37.16851 8.99000 14.94618
C13 -36.23499 8.81931 13.87971
H24 -38.70924 9.71122 19.26907
H25 -39.98637 10.47247 18.53721
H26 -38.37607 11.27792 18.43557
H27 -36.98432 8.79378 18.26233
H28 -36.53879 10.31057 17.45775
H29 -37.07169 7.51621 16.35831
H30 -35.59425 8.47357 16.30633
H31 -36.50393 9.41808 13.00951
H32 -36.12306 7.77722 13.58035
H33 -35.27174 9.11929 14.29235

**Total charge**: +3
**LUMO**: -12.04 eV
**Energy above the lowest of the compared OMol25 structures with the same formula, charge and spin**: 0.0 kcal per mole
**Orbital gap**: 4.478 eV

From a Löwdin analysis of the wavefunction, the atomic charges in e read: Hf 1.983; N -0.455; O -0.020; O -0.117; O 0.138; C 0.054; N -0.359; O 0.054; O 0.082; H 0.076; H 0.128; H 0.147; C 0.047; O -0.317; C -0.046; C -0.093; O -0.312; C 0.040; H 0.078; H 0.145; H 0.137; H 0.159; H 0.174; H 0.161; H 0.165; H 0.137; H 0.140; H 0.076; C -0.080; O -0.125; C -0.235; C -0.155; O -0.109; C -0.084; H 0.076; H 0.089; H 0.105; H 0.094; H 0.059; H 0.074; H 0.153; H 0.105; H 0.058; H 0.069; C -0.013; O -0.312; C -0.101; C -0.090; O -0.329; C 0.023; H 0.117; H 0.130; H 0.127; H 0.141; H 0.159; H 0.114; H 0.174; H 0.099; H 0.137; H 0.127

[4]
Computed, not measured: one molecule with the formula C13H33N3Si, with ωB97M-V/def2-TZVPD.

CARTESIAN COORDINATES (ANGSTROEM)
N1 0.25764 -1.26417 -1.31115
N2 0.73167 1.35425 -0.12859
N3 -0.66821 -0.67676 1.41615
C1 0.01843 -5.71885 -3.61557
C2 3.58062 2.88242 -1.59308
C3 -3.27884 3.06211 3.66551
C4 -0.35927 -2.56079 -1.26041
C5 2.04930 0.92303 0.26957
C6 -0.74154 0.30638 2.50822
C7 -0.55836 -4.82398 -2.53858
C8 2.85996 3.24768 -0.31263
C9 -2.16108 2.04029 3.74694
C10 0.09720 -3.41686 -2.47086
C11 2.86409 2.12989 0.74287
C12 -1.82050 1.36371 2.42866
C13 -1.93106 0.66132 -1.08484
Si1 -0.36999 -0.00878 -0.22309
H1 1.26538 -1.33429 -1.13765
H2 0.29873 1.95111 0.57364
H3 -1.53504 -1.19623 1.38394
H4 -0.47480 -6.68034 -3.55063
H5 -0.05670 -5.29698 -4.64810
H6 1.09683 -5.90066 -3.46217
H7 3.49318 3.64550 -2.38979
H8 4.68567 2.73391 -1.43132
H9 3.23597 1.93673 -2.04274
H10 -3.38409 3.65977 4.56582
H11 -3.11513 3.77302 2.84213
H12 -4.27174 2.61691 3.49582
H13 -1.41726 -2.42589 -1.31394
H14 -0.12298 -3.01923 -0.30518
H15 2.00142 0.16438 1.02844
H16 2.54838 0.45973 -0.62357
H17 0.25504 0.80637 2.61156
H18 -0.89512 -0.24416 3.47714
H19 -0.48739 -5.35257 -1.58144
H20 -1.62666 -4.68259 -2.69247
H21 1.82029 3.58169 -0.48404
H22 3.34852 4.18357 0.05529
H23 -2.37926 1.24353 4.48454
H24 -1.26332 2.54442 4.17293
H25 1.19686 -3.58304 -2.49260
H26 -0.12859 -2.87976 -3.39464
H27 3.90872 1.88939 0.97546
H28 2.40938 2.48683 1.67728
H29 -2.69972 0.89931 2.01589
H30 -1.55576 2.14372 1.71192
H31 -1.88879 1.74662 -1.11488
H32 -2.81917 0.34307 -0.54263
H33 -2.01289 0.28526 -2.10310

**Structure (SMILES)**: CCCCN[Si](C)(NCCCC)NCCCC
**Total charge**: 0
**LUMO**: 0.85 eV
**Energy above the lowest of the compared OMol25 structures with the same formula, charge and spin**: 5.2 kcal per mole
**Orbital gap**: 9.777 eV

From a Löwdin analysis of the wavefunction, the atomic charges in e read: N -0.105; N -0.082; N -0.091; C -0.134; C -0.129; C -0.122; C -0.310; C -0.326; C -0.302; C -0.287; C -0.289; C -0.278; C -0.196; C -0.201; C -0.250; C -0.153; Si 0.423; H 0.070; H 0.062; H 0.066; H 0.060; H 0.084; H 0.073; H 0.074; H 0.086; H 0.063; H 0.064; H 0.075; H 0.076; H 0.099; H 0.105; H 0.088; H 0.110; H 0.110; H 0.122; H 0.105; H 0.100; H 0.098; H 0.110; H 0.111; H 0.119; H 0.114; H 0.109; H 0.111; H 0.105; H 0.106; H 0.100; H 0.021; H 0.012; H 0.023